(1)
74
Properties=species:S:1:pos:R:3:forces:R:3:mulliken_charge:R:1 method="wB97M-V/def2-TZVPD" total_energy_ha=-3386.78752 gap_ev=6.61 total_charge=0
Ru 0.3107 -0.2490 0.7518 -0.5 0.6 0.7 0.59
S 2.4887 -0.3524 -0.8788 -0.2 0.1 -0.4 -0.26
S -1.3757 0.1968 -2.4383 0.4 0.0 0.0 0.24
S -2.8895 -0.8088 0.9528 -0.8 0.2 -0.2 -0.30
S 0.3497 2.0692 1.2769 0.2 0.0 -0.2 -0.43
O 2.2125 -0.4118 1.9881 0.3 -0.2 -0.3 -0.26
O -0.0024 0.0433 -1.8474 -0.2 -0.1 -0.3 -0.04
N 3.4682 -0.4220 1.5664 0.0 0.1 0.1 0.10
N 0.2803 2.7961 3.8140 -0.1 0.1 -0.1 -0.48
N -0.0542 0.5811 3.5366 -0.3 0.0 -0.3 -1.47
N 0.2005 -2.3111 0.8224 0.2 -0.1 0.0 0.57
N -0.0943 -0.4639 2.6631 0.7 0.2 0.5 1.02
C -0.9618 -1.3861 5.4572 -0.1 -0.1 0.0 -0.08
C -5.4930 1.8787 -2.9448 0.0 0.0 0.0 -0.74
C -0.0853 -1.6752 3.1195 -0.2 -0.4 -0.1 0.49
C -0.9681 -1.7471 6.7946 0.0 0.0 0.0 -0.75
C -0.1544 1.1832 -4.7480 0.0 0.0 0.1 0.16
C -0.2849 -4.0814 2.3217 -0.1 -0.1 0.0 -0.79
C 1.1845 1.2033 -4.3586 0.0 0.0 0.0 0.17
C -0.6346 2.1857 -5.5858 0.0 0.0 0.0 -0.21
C 0.1624 1.7488 2.9552 -0.1 -0.3 0.3 0.39
C 0.7603 -3.3580 6.3802 0.0 0.0 0.0 -0.79
C 4.4242 -0.4647 2.5212 0.0 0.0 0.0 -0.24
C 5.1311 -0.3850 -0.1051 -0.1 0.0 0.0 -0.99
C -5.6374 2.9687 -3.7920 0.0 0.0 0.0 -0.40
C 3.7607 -0.3868 0.2391 0.0 -0.1 0.1 0.48
C -3.1190 2.2915 -2.7931 0.1 0.0 0.0 0.25
C 0.2008 3.2062 -6.0178 0.0 0.0 0.0 -0.71
C -1.0925 0.1314 -4.2323 -0.1 0.1 -0.1 -1.34
C -0.0287 -2.7414 2.0761 -0.2 0.3 0.3 0.47
C 6.1108 -0.4294 0.8484 0.0 0.0 0.0 -0.18
C 0.1923 -3.1607 -0.1984 0.1 0.0 0.0 -0.28
C 1.5256 3.2358 -5.6063 0.0 0.0 0.0 -0.36
C -4.2425 1.5425 -2.4468 0.0 0.0 0.0 0.00
C -1.4577 -0.3134 0.6041 1.0 -0.4 -0.1 -0.04
C -0.0394 -4.5143 -0.0201 0.0 0.0 0.0 -1.00
C -0.2884 -4.9755 1.2606 0.0 0.1 0.1 -0.64
C -0.1046 -2.0213 4.5610 0.1 0.0 -0.1 -0.13
C 0.7634 -3.0006 5.0395 0.1 0.0 0.0 -0.42
C 2.0154 2.2288 -4.7854 0.0 0.0 0.0 -0.77
C -3.2715 3.3767 -3.6503 0.0 0.0 0.0 -0.36
C -1.7612 1.9488 -2.2412 -0.2 0.0 0.0 -0.82
C -4.5228 3.7165 -4.1443 0.0 0.0 0.0 -0.68
C -0.1132 -2.7377 7.2602 0.0 0.0 0.0 -0.41
C 5.7508 -0.4747 2.2014 0.1 0.0 0.0 -0.75
H 6.4875 -0.5144 2.9899 0.0 0.0 0.0 0.41
H -0.5121 -4.4052 3.3262 0.0 0.0 0.0 0.61
H -0.0340 -5.1814 -0.8702 0.0 0.0 0.0 0.44
H 0.2073 3.7168 3.4181 0.0 0.0 0.0 0.25
H 4.0366 -0.4817 3.5284 0.0 0.0 0.0 0.44
H 1.4701 -3.4653 4.3627 0.0 0.0 0.0 0.54
H -0.1270 -3.0229 8.3043 0.0 0.0 0.0 0.40
H 0.3887 -2.7202 -1.1676 0.0 0.0 0.0 0.52
H -4.1384 0.6956 -1.7773 0.0 0.0 0.0 0.34
H -1.6704 2.1617 -5.9051 0.0 0.0 0.0 0.41
H 2.1768 4.0370 -5.9317 0.0 0.0 0.0 0.39
H -1.7051 2.0980 -1.1594 0.0 0.0 0.0 0.50
H -0.4991 -6.0225 1.4346 0.0 0.0 0.0 0.44
H -0.1837 3.9760 -6.6750 0.0 0.0 0.0 0.39
H -2.0817 0.2050 -4.6900 0.0 -0.1 -0.1 0.49
H 1.5687 0.4341 -3.7020 0.0 0.0 0.0 0.28
H -0.0802 2.6623 4.7441 0.1 0.0 0.0 0.24
H -6.6146 3.2368 -4.1722 0.0 0.0 0.0 0.38
H 7.1537 -0.4254 0.5597 0.0 0.0 0.0 0.37
H 1.4459 -4.1159 6.7364 0.0 0.0 0.0 0.40
H -6.3571 1.2908 -2.6632 0.0 0.0 0.0 0.40
H 3.0514 2.2379 -4.4725 0.0 0.0 0.0 0.42
H -4.6279 4.5697 -4.8023 0.0 0.0 0.0 0.39
H -0.7057 -0.8802 -4.3667 0.0 0.0 0.0 0.62
H -0.9556 2.5078 -2.7174 0.0 0.1 0.1 0.39
H -1.6465 -1.2530 7.4780 0.0 0.0 0.0 0.39
H 5.3681 -0.3459 -1.1585 0.0 0.0 0.0 0.44
H -1.6296 -0.6175 5.0976 0.0 0.0 0.0 0.46
H -2.4020 3.9616 -3.9263 0.0 0.0 0.0 0.45

***

(2)
81
Properties=species:S:1:pos:R:3:forces:R:3:mulliken_charge:R:1 method="wB97M-V/def2-TZVPD" total_energy_ha=-3553.77492 gap_ev=6.76 total_charge=0
Bi 0.6469 0.5350 0.7914 0.0 -0.1 0.0 2.58
S -0.6365 1.8768 2.7071 0.0 0.0 0.0 -0.53
S 2.2433 -0.6709 2.9818 0.0 0.0 0.0 -0.35
S -2.4251 -1.1568 1.9111 0.0 0.0 0.0 0.84
O -2.4857 -1.2303 3.3404 0.0 0.0 0.0 -0.69
O 0.5835 -2.8340 0.5946 0.0 0.0 0.0 -0.81
O 0.4258 3.2258 -0.4820 0.0 0.0 0.0 -0.20
O 0.6717 -0.5738 -1.3577 0.0 0.0 0.0 -0.70
O -3.1175 -0.0752 1.2656 0.0 0.0 0.0 -0.48
N -2.0234 0.4972 -1.3201 0.0 0.0 0.0 -0.85
N -1.2771 1.2120 -0.6091 0.0 0.0 0.0 1.07
N 0.1926 3.6768 4.3884 0.0 0.0 0.0 -0.39
N 4.7263 -0.7885 2.0976 0.0 0.0 0.0 0.03
N 3.1238 1.1861 -0.4135 0.0 0.0 0.0 1.03
N 2.2136 2.4692 1.8476 0.0 0.0 0.0 1.28
N -0.8587 -1.2322 1.3859 0.0 -0.1 0.0 -0.10
N 1.8255 3.1749 2.9319 0.0 0.0 0.0 -1.75
N 3.1864 -1.9491 0.8536 0.0 0.0 0.0 -0.05
C -1.6760 -0.7657 -1.7071 0.0 -0.1 0.0 -0.35
C 3.4192 2.6592 1.4671 0.0 0.0 0.0 -1.69
C 4.8207 0.8507 -2.0563 0.0 0.0 0.0 -0.81
C -4.8628 -3.2163 -3.1128 0.0 0.0 0.0 -0.58
C -1.7989 2.5164 -0.3713 0.0 0.0 0.0 0.63
C 5.6740 1.6918 -1.3577 0.0 0.0 0.0 -0.73
C -3.0592 -5.1904 0.0724 0.0 0.0 0.0 -0.73
C -2.6817 5.0740 0.2051 0.0 0.0 0.0 -0.70
C 3.5523 0.6235 -1.5389 0.0 0.0 0.0 -0.63
C -0.3386 -1.2183 -1.8137 0.0 0.1 0.0 0.60
C 5.8437 -1.1670 1.2612 0.0 0.0 0.0 -1.01
C 5.2330 2.2749 -0.1820 0.0 0.0 0.0 -1.01
C 1.3583 4.2901 -0.5683 0.0 0.0 0.0 -1.29
C -3.5914 4.0338 0.1211 0.0 0.0 0.0 -1.02
C -2.7712 -1.5707 -2.2052 0.0 0.0 0.0 0.72
C -2.8885 -2.7151 1.2201 0.0 0.0 0.0 0.45
C -1.8097 -4.5977 0.1979 0.0 0.0 0.0 -0.18
C -1.7461 -3.3425 0.7727 0.0 0.0 0.0 -0.02
C -0.1149 -2.4583 -2.5159 0.0 0.0 0.0 -0.74
C -0.5424 -2.4692 0.9168 0.0 0.0 0.1 0.08
C -5.1353 -1.9890 -2.4889 0.0 0.0 0.0 -0.81
C -4.1167 -1.1857 -2.0394 0.0 0.0 0.0 -0.44
C -3.5602 -3.6130 -3.2750 0.0 0.0 0.0 -0.89
C 3.9390 2.0053 0.2614 0.0 0.0 0.0 1.29
C -4.2078 -4.5414 0.5171 0.0 0.0 0.0 -0.51
C -2.5004 -2.8039 -2.8263 0.0 0.0 0.0 1.22
C -3.1461 2.7512 -0.1648 0.0 0.0 0.0 -0.18
C -4.1385 -3.2865 1.1109 0.0 0.0 0.0 -0.83
C -0.8838 3.5661 -0.2808 0.0 0.0 0.0 0.17
C -1.1359 -3.2074 -2.9822 0.0 0.0 0.0 -1.12
C -1.3240 4.8478 0.0056 0.0 0.0 0.0 -0.69
C 3.4580 -1.1759 1.8993 0.0 0.0 0.0 0.41
C 0.5922 2.9405 3.3280 0.0 0.1 0.0 0.51
H -0.9341 -4.1504 -3.4796 0.0 0.0 0.0 0.38
H 0.8832 4.2285 4.8674 0.0 0.0 0.0 0.24
H 0.9151 -2.7771 -2.6127 0.0 0.0 0.0 0.36
H 5.9663 -2.2526 1.2312 0.0 0.0 0.0 0.36
H 4.8647 -0.1790 2.8850 0.0 0.0 0.0 0.29
H -6.1625 -1.6738 -2.3520 0.0 0.0 0.0 0.42
H 6.6705 1.8967 -1.7279 0.0 0.0 0.0 0.41
H 5.7281 -0.7874 0.2422 0.0 0.0 0.0 0.27
H 1.4833 4.7847 0.3982 0.0 0.0 0.0 0.48
H 3.8896 -2.1773 0.1720 0.0 0.0 0.0 0.23
H -3.1477 -6.1652 -0.3896 0.0 0.0 0.0 0.41
H 5.1220 0.3848 -2.9842 0.0 0.0 0.0 0.47
H -4.3335 -0.2527 -1.5391 0.0 0.0 0.0 0.38
H 5.8671 2.9445 0.3846 0.0 0.0 0.0 0.51
H 4.0657 3.3422 2.0160 0.0 0.0 0.0 0.25
H -3.8232 1.9103 -0.1998 0.0 0.0 0.0 0.34
H -0.6246 5.6670 0.0863 0.0 0.0 0.0 0.45
H 2.2999 3.8432 -0.8735 0.0 0.0 0.0 0.00
H 2.8339 -0.0241 -2.0310 0.0 0.0 0.0 0.32
H 6.7509 -0.7387 1.6787 0.0 0.0 0.0 0.31
H -4.6440 4.2136 0.2926 0.0 0.0 0.0 0.40
H -0.9075 -5.0769 -0.1581 0.0 0.0 0.0 0.52
H -5.0259 -2.7737 1.4564 0.0 0.0 0.0 0.48
H -5.1709 -5.0186 0.3916 0.0 0.0 0.0 0.43
H -3.0208 6.0751 0.4377 0.0 0.0 0.0 0.40
H 2.2230 -2.2795 0.7179 0.0 0.0 0.0 0.18
H -3.3277 -4.5599 -3.7495 0.0 0.0 0.0 0.41
H 1.0402 5.0155 -1.3202 0.0 0.0 0.0 0.60
H -0.6823 3.4697 4.8329 0.0 0.0 0.0 0.23
H -5.6744 -3.8433 -3.4588 0.0 0.0 0.0 0.41

***

(3)
80
Properties=species:S:1:pos:R:3:forces:R:3:mulliken_charge:R:1 method="wB97M-V/def2-TZVPD" total_energy_ha=-8963.01182 gap_ev=6.36 total_charge=-1
I 5.4394 -0.4790 -0.9448 0.0 0.0 0.0 -0.61
I 2.6854 0.3416 -1.8548 0.0 -0.1 0.0 0.31
Br 0.1513 0.5234 7.4565 0.0 0.0 -0.1 -0.18
Br 4.6516 -4.6204 3.7535 0.0 0.0 0.0 -0.21
K -0.3131 -0.2808 0.2275 -0.2 0.1 0.2 0.99
S -3.5314 0.1960 0.5029 0.0 -0.2 0.1 -0.48
S 0.2594 0.8689 -2.4150 0.1 0.3 -0.2 -0.59
N -1.3890 2.2326 0.8157 0.1 0.0 0.0 0.83
N -0.1929 -1.7199 -3.2430 0.0 -0.1 -0.1 -1.00
N -1.2282 -2.8272 0.6026 -0.1 -0.2 -0.3 0.26
N 0.1581 -0.1976 -4.8534 0.0 0.0 0.0 -0.16
N -0.3081 -0.5638 2.9649 0.0 -0.1 0.1 0.83
N -0.3353 -2.0481 -1.9197 -0.1 0.0 0.0 1.01
N -2.5638 2.7335 0.3472 0.1 0.2 0.0 -1.21
N 1.2915 1.8507 1.3352 -0.1 0.1 0.0 -0.05
N -4.5848 2.3631 -0.6038 0.1 0.1 0.0 -0.55
N 1.8127 -1.6436 1.5799 -0.1 0.1 0.1 0.98
C 0.9712 2.8114 3.5005 0.0 -0.1 0.0 -0.64
C -1.6116 6.2074 3.4058 0.0 0.0 0.0 -0.80
C -1.1992 0.4186 4.9470 0.0 0.1 0.1 -0.61
C 2.5915 -2.6682 3.5919 0.0 0.0 0.0 -0.86
C -0.0589 0.0441 5.6321 -0.1 0.0 0.0 -0.45
C -1.2652 0.1064 3.5964 0.0 0.0 0.1 -0.44
C 3.5848 -3.2518 1.4907 0.0 0.0 0.1 -1.05
C 2.5272 1.5277 1.6959 0.1 0.0 0.1 0.04
C 3.5077 -3.4018 2.8586 0.0 0.0 0.0 -0.15
C -0.6166 -3.2829 -1.7102 0.1 0.0 -0.2 0.13
C -0.7186 -4.3182 -2.8010 0.0 0.0 0.0 -1.59
C 0.5141 2.4954 2.2167 0.3 0.0 0.0 0.70
C -1.5465 3.9610 2.5317 0.0 -0.1 -0.1 0.02
C 0.9434 -0.6559 4.9928 0.0 0.0 0.0 -0.93
C -3.4430 4.7113 3.8170 0.0 0.0 0.0 -0.88
C 0.0456 -0.4762 -3.5263 0.1 -0.1 -0.2 0.15
C 1.7644 -1.7812 2.9061 0.3 -0.2 0.0 0.35
C 2.2580 2.4570 3.8683 0.0 0.0 -0.1 -0.73
C 0.2785 1.1144 -5.4569 0.0 0.0 0.0 -0.57
C -1.6315 -4.5837 2.1823 0.0 0.0 -0.1 -1.02
C -0.8522 2.8726 1.7871 -0.1 0.2 0.1 -0.36
C -0.9606 5.2101 2.6924 0.0 0.0 0.0 0.12
C 0.7624 -0.9664 3.6437 -0.1 0.2 0.2 0.69
C -1.2461 -5.5288 1.2484 0.0 0.0 0.0 -0.54
C -3.4834 1.8561 0.0714 -0.3 -0.2 0.0 0.49
C -0.9003 -5.1034 -0.0221 0.1 0.1 0.0 -0.77
C -1.6103 -3.2518 1.7958 0.0 0.1 0.3 -0.18
C -2.8506 5.9585 3.9745 0.0 0.0 0.0 -0.41
C -1.0473 1.8561 -5.5721 0.0 0.0 0.0 -0.96
C 3.0630 1.8097 2.9453 0.0 0.0 0.0 -0.78
C -2.7996 3.7214 3.0949 0.0 0.0 0.0 -0.04
C 2.6973 -2.3584 0.9027 0.1 0.0 -0.1 -0.67
C -0.8981 -3.7349 -0.3221 -0.1 -0.2 0.2 0.48
H -3.2684 2.7564 2.9426 0.0 0.0 0.0 0.36
H 4.3068 -3.7845 0.8903 0.0 0.0 0.0 0.50
H -1.9456 -4.8595 3.1796 0.0 0.0 0.0 0.44
H -0.7561 -3.8288 -3.7671 0.0 0.0 0.0 0.37
H -1.9204 -2.4771 2.4874 0.0 0.0 0.0 0.42
H -2.1197 0.3919 2.9853 0.0 0.0 0.0 0.22
H 0.0112 5.4020 2.2528 0.0 0.0 0.0 0.48
H 4.0818 1.5238 3.1701 0.0 0.0 0.0 0.48
H -4.6548 3.3695 -0.5802 0.0 0.0 0.0 0.23
H 0.3175 3.3163 4.1982 0.0 0.0 0.0 0.52
H -3.3570 6.7339 4.5361 0.0 0.0 0.0 0.38
H -1.2315 -6.5830 1.4960 0.0 0.0 0.0 0.41
H 3.1317 1.0175 0.9528 0.0 0.0 0.0 -0.06
H 0.1550 -4.9757 -2.7850 0.0 0.0 0.0 0.32
H -4.4154 4.5137 4.2515 0.0 0.0 0.0 0.40
H 2.5126 -2.8048 4.6600 0.0 0.0 0.0 0.57
H 0.9886 1.7017 -4.8758 0.0 0.0 0.0 0.27
H -0.9037 2.8215 -6.0610 0.0 0.0 0.0 0.37
H -5.4372 1.8551 -0.4496 0.0 0.0 0.0 0.22
H 1.8470 -0.9255 5.5187 0.0 0.0 0.0 0.49
H 0.7152 0.9648 -6.4466 0.0 0.0 0.0 0.41
H -1.4689 2.0326 -4.5830 0.0 0.0 0.0 0.25
H 2.7198 -2.2038 -0.1704 0.0 0.0 0.0 0.43
H 2.6221 2.6864 4.8627 0.0 0.0 0.0 0.43
H -0.6207 -5.8264 -0.7731 0.0 0.0 0.0 0.37
H -1.9957 0.9682 5.4281 0.0 0.0 0.0 0.51
H -0.0649 -0.9770 -5.4519 0.0 0.0 0.0 0.27
H -1.6059 -4.9377 -2.6647 0.0 0.0 0.0 0.38
H -1.7666 1.2775 -6.1546 0.0 0.0 0.0 0.29
H -1.1473 7.1797 3.5164 0.0 0.0 0.0 0.38